Entry 1:
C6H15NO | ωB97M-V/def2-TZVPD

Structure (XYZ):
```
23
Properties=species:S:1:pos:R:3:forces:R:3:mulliken_charge:R:1
C 0.03277 2.38201 -1.87432 1.1 1.2 -1.9 -1.1504
C 0.35002 0.89530 -2.01023 1.0 -0.9 -0.2 -0.4617
C -0.28295 0.04237 -0.98275 -0.4 2.2 -1.0 -0.1682
C 0.40954 -0.80276 -0.21065 -0.6 -1.4 2.9 -0.3851
N -0.26092 -1.41027 0.90977 2.6 0.3 -1.8 -0.1267
C -0.16470 -0.52805 2.09530 -0.8 1.4 -0.2 -0.2537
C 1.22053 -0.36691 2.67263 1.7 -0.3 1.4 -1.1767
H 0.98597 2.93834 -1.87931 -0.2 -0.4 0.6 0.3060
H -0.54170 2.74750 -1.04129 -0.4 -0.2 0.2 0.4132
H -0.33724 2.74993 -2.84437 -0.7 -0.1 0.6 0.2937
H 0.06232 0.49916 -3.00537 -0.2 0.2 0.3 0.3725
H 1.45370 0.75959 -2.01260 -0.6 -0.2 0.2 0.3865
H -1.35100 0.22262 -0.81021 0.4 -0.3 0.1 0.5437
H 1.49298 -0.94193 -0.19320 -0.3 -0.5 -1.0 0.3749
H 0.19773 -2.31775 1.01908 -0.3 0.0 0.7 0.3198
H -0.97472 -0.70649 2.80683 0.4 -0.4 0.0 0.3846
H -0.31119 0.49200 1.73195 -0.7 -0.1 -0.3 0.1934
H 2.07176 -0.08160 2.04798 -0.6 -0.1 -0.9 0.3493
H 1.19118 0.50192 3.32923 -0.4 0.0 0.3 0.3723
H 1.66532 -1.16694 3.28014 -0.7 -0.2 -0.1 0.3457
H -1.93538 -2.13843 -0.28827 -0.4 0.6 -0.1 0.3659
H -2.63799 -1.49050 -1.59131 -0.1 0.4 0.4 0.3257
O -2.33603 -2.27912 -1.14904 0.2 -1.1 -0.4 -0.6248
```
Forces are in eV/Å.

Results
net charge	+1
2S+1	2
lowest unoccupied orbital energy (alpha / beta)	-3.8 / -8.3	eV
maximum force	3.32	eV/A
energy above the lowest of the compared OMol25 structures with the same formula, charge and spin	2.516	eV
expectation value of S²	0.758
calculated total energy	-9992.72305	eV

***

Entry 2:
C8H8F3P | ωB97M-V/def2-TZVPD

Structure (XYZ):
```
20
Properties=species:S:1:pos:R:3:forces:R:3:mulliken_charge:R:1
C 0.97817 2.54710 -1.66136 1.0 -0.5 0.4 -0.0790
C 1.13661 1.58790 -0.93173 -0.7 0.1 -0.1 -1.2928
C -1.38945 -0.55002 0.42249 0.1 2.0 -0.5 0.7539
C -0.22933 0.42689 0.77038 0.0 -5.0 0.8 -1.2709
C 0.03291 -1.27601 -1.90038 -0.5 1.0 0.7 -0.6847
C 0.93610 0.48418 -0.08576 0.7 -0.6 -1.3 0.6963
C -2.54366 -0.44462 1.39424 -0.8 0.0 0.5 -1.1043
C 2.06562 -0.33075 0.38971 1.1 -1.6 -0.4 0.7010
F 2.58428 0.17535 1.56476 -0.1 -0.6 -1.2 -0.2689
F 1.70277 -1.63221 0.63994 -0.2 0.9 0.6 -0.2545
F 3.03879 -0.49872 -0.53924 0.1 1.0 0.7 -0.2727
P -1.47515 -1.43645 -0.96794 -0.2 -0.7 -0.5 -0.1647
H 1.18483 3.37564 -2.28530 -0.3 0.3 -0.2 0.4778
H -0.48026 1.37243 0.89488 -2.2 4.3 0.7 0.7227
H 0.03937 0.03447 1.77795 0.3 0.4 -0.4 0.4326
H -0.09732 -0.93068 -2.93006 0.3 -0.1 0.3 0.3305
H 0.92016 -1.81208 -1.64950 0.4 -0.4 0.0 0.3805
H -2.05561 -0.05405 2.29019 -0.2 -1.0 0.7 0.3060
H -3.05814 -1.47093 1.50325 0.6 1.9 0.2 0.3321
H -3.29070 0.43255 1.30347 0.9 -1.5 -0.9 0.2587
```
Forces are in eV/Å.

Results
lowest unoccupied orbital energy (alpha / beta)	-1.2 / -0.6	eV
maximum force	5.06	eV/A
energy above the lowest of the compared OMol25 structures with the same formula, charge and spin	1.454	eV
calculated total energy	-25860.95611	eV

***

Entry 3:
C42H58BBrFN7O18 | ωB97M-V/def2-TZVPD

Structure (XYZ):
```
128
Properties=species:S:1:pos:R:3:forces:R:3:mulliken_charge:R:1
C 2.60318 1.52002 5.11152 -0.1 -1.0 0.4 -1.4211
C 3.04952 0.58268 3.96739 -0.1 -0.2 -0.3 -0.5205
N 3.60918 1.29647 2.76940 -0.6 0.1 0.4 0.4134
C 2.84779 1.06642 1.58254 0.5 -0.1 0.5 -1.1338
C 1.97852 2.02589 1.06526 0.0 0.9 -0.3 0.5975
C 1.80756 3.36878 1.77345 -0.8 -0.3 0.6 -1.1995
C 0.67599 3.15815 2.80818 -0.8 -1.6 0.5 0.5520
O 0.30340 2.07626 3.17446 0.5 1.6 -0.4 -0.3566
F 0.03615 4.25268 3.31519 1.0 -0.3 -0.6 -0.3962
C 1.20654 1.79151 -0.08494 0.4 0.1 -0.2 -0.1164
C 0.25504 2.84208 -0.65314 -0.6 -0.4 -0.3 -1.7658
C -1.15881 2.81172 -0.03520 1.2 0.9 0.1 1.5066
C -1.86308 1.62418 0.01162 -0.2 -0.6 -0.2 1.0442
C -3.14785 1.57273 0.51919 -0.3 0.2 0.1 -0.8710
C -3.72264 2.73622 1.01438 -0.4 -0.5 0.0 -1.2040
C -3.01898 3.91717 0.96099 0.1 1.0 0.2 -0.8743
C -1.72533 4.00397 0.44597 -0.3 -0.2 0.0 1.0874
C -1.00848 5.35497 0.43426 0.2 -1.4 -0.5 -1.7238
C 1.35484 0.53369 -0.66382 -0.7 -0.2 -1.0 0.5730
C 2.22644 -0.42560 -0.14640 0.1 -0.8 -0.2 0.8630
C 2.99947 -0.19377 0.98182 -0.2 -0.1 -0.2 0.1701
C 3.91952 -1.25665 1.54082 0.4 0.2 0.4 -1.2286
C 5.43648 -1.00547 1.27499 0.4 -1.4 0.1 -1.0617
C 6.31624 -1.04477 2.56825 -0.1 1.3 -0.4 -0.6587
C 6.91168 0.38051 2.79552 -0.1 -1.2 -0.3 -0.4643
O 7.00201 0.60872 4.21838 -0.5 0.9 -0.3 -0.3610
C 6.25905 1.65318 4.63432 -0.3 0.5 1.2 0.1710
O 5.89060 1.80494 5.77354 0.5 -0.4 -0.8 -0.5158
C 2.28441 -1.77442 -0.85476 -0.4 0.2 -0.1 -0.3555
O 3.31881 -2.36684 -1.08404 -0.3 0.1 0.3 -0.6694
C 0.93544 -2.29455 -1.29758 1.3 0.8 0.6 0.4529
C 0.61252 -3.62550 -1.15872 -0.5 -0.5 -0.2 -0.6037
C -0.66264 -4.05195 -1.54400 -0.1 -0.2 -0.1 0.2880
B -1.09056 -5.58764 -1.40169 -0.6 0.0 0.2 0.8535
O -1.06921 -6.40730 -2.51244 1.0 0.5 0.5 -0.6742
C -1.58756 -6.22745 -0.01982 1.8 0.4 0.3 -0.3007
C -0.97721 -5.50908 1.23849 -1.0 -0.3 -0.8 -0.7293
C -1.54328 -3.09067 -2.04576 -1.2 -0.1 -1.0 -0.2698
C -2.97402 -3.49734 -2.43655 0.3 0.7 1.7 -1.5899
C -3.79272 -3.60240 -1.10671 0.1 -0.3 0.0 -0.3681
C -3.98914 -2.24481 -0.40316 -0.2 -0.6 -0.1 -0.9013
Br -2.59949 -1.90992 0.96228 -0.2 0.0 -0.3 -0.1867
C -1.20695 -1.74608 -2.19988 0.6 0.0 -0.1 -0.6033
C 0.06037 -1.34540 -1.81189 0.1 0.5 0.1 0.7331
C 0.55785 0.09345 -1.88536 0.1 -0.4 0.3 -0.5935
O 0.35695 0.79099 -2.85906 -0.2 -0.2 0.3 -0.7165
H 2.40864 2.55262 4.80206 0.3 -0.2 0.1 0.2882
H 1.65694 1.12871 5.51581 0.2 0.3 -0.2 0.3891
H 3.31296 1.45626 5.94623 0.0 0.5 -0.4 0.3861
H 2.19706 -0.01628 3.61259 0.2 0.2 0.2 0.4213
H 3.80154 -0.13972 4.31668 -0.2 0.3 0.2 0.3211
H 3.60947 2.27677 3.01914 0.1 -0.1 -0.2 0.4690
H 1.51117 4.16672 1.08804 0.2 -0.1 0.2 0.2859
H 2.72621 3.68641 2.28319 -0.4 0.1 0.0 0.7100
H 0.10335 2.66769 -1.72748 0.3 0.0 0.3 0.3647
H 0.67239 3.84920 -0.58441 0.0 -0.4 0.1 0.7412
H -1.43509 0.69460 -0.36973 0.1 0.3 0.1 -0.5706
H -3.73176 0.65877 0.54385 0.3 0.1 0.0 0.3297
H -4.72804 2.66616 1.42889 0.2 0.3 -0.1 0.4871
H -3.45337 4.85248 1.32196 -0.1 -0.3 0.0 0.4202
H -0.29507 5.34391 1.26878 -0.3 0.6 -0.1 0.0607
H -0.42614 5.42391 -0.49064 -0.2 0.3 0.2 0.4012
H -1.69368 6.20099 0.46800 0.1 -0.2 0.3 0.5533
H 3.65582 -2.24500 1.15245 0.0 0.4 0.0 0.7048
H 3.79214 -1.34160 2.62874 -0.1 0.2 -0.4 0.6317
H 5.64149 -0.10492 0.68096 -0.3 -0.1 0.3 0.5853
H 5.78683 -1.84577 0.65341 -0.2 0.4 -0.1 0.3583
H 7.12291 -1.78317 2.49091 -0.2 0.2 0.0 0.3689
H 5.72365 -1.27934 3.46158 0.1 -0.1 -0.3 0.4066
H 7.90190 0.44332 2.32396 -0.1 0.2 0.4 0.3363
H 6.24410 1.10719 2.31781 0.2 0.0 0.3 0.2393
H 6.00682 2.43642 3.88877 0.3 -0.6 -0.2 0.4066
H 1.32802 -4.33273 -0.73985 0.0 0.2 -0.2 0.7282
H -0.73439 -7.26271 -2.20345 -0.7 -0.3 -0.3 0.3402
H -1.17892 -7.25191 -0.00802 -0.7 0.1 -0.1 -0.0293
H -2.68543 -6.22516 0.02151 0.3 -0.3 0.0 0.3816
H -1.54645 -4.57844 1.36867 0.5 -0.1 0.3 0.0019
H 0.08552 -5.29001 1.07480 -0.3 0.0 0.2 0.2634
H -1.11641 -6.15674 2.11546 0.2 0.4 -0.1 0.3555
H -2.99958 -4.44103 -2.99123 -0.1 0.3 0.0 0.4606
H -3.41076 -2.64846 -2.98001 0.0 -0.6 -0.4 0.4520
H -4.76108 -4.09140 -1.30507 0.1 0.4 0.0 0.4408
H -3.28985 -4.25168 -0.37729 -0.1 0.0 -0.4 0.0159
H -4.92400 -2.25411 0.16506 0.3 0.3 -0.2 0.7246
H -3.95732 -1.42885 -1.13271 0.0 0.0 0.4 0.3549
H -1.89504 -1.00526 -2.60971 0.0 -0.3 0.1 0.5181
C 1.14754 -9.07546 2.19365 -0.1 -0.1 0.2 -0.7425
N 0.86606 -8.89915 0.74363 0.0 -0.1 0.1 0.9536
O -0.20574 -9.28760 0.32599 0.0 0.0 -0.1 -0.5525
O 1.73102 -8.37393 0.07590 -0.1 0.1 0.0 -0.5247
H 0.29124 -9.55276 2.65685 0.0 0.0 -0.1 0.3091
H 2.03384 -9.69749 2.28084 0.1 0.1 0.0 0.2904
H 1.31788 -8.08854 2.61494 0.1 0.0 -0.1 0.2836
C -3.96434 0.43041 4.34740 0.2 0.2 -0.1 -0.5465
N -5.11731 -0.25048 3.69642 0.2 0.1 0.1 0.9428
O -5.25376 -0.09256 2.50196 -0.2 -0.1 -0.1 -0.4817
O -5.83817 -0.91673 4.40755 0.0 0.0 0.0 -0.5782
H -3.41510 0.98300 3.59080 -0.1 -0.1 0.0 0.0870
H -4.36516 1.09967 5.10358 0.0 -0.1 0.1 0.3232
H -3.34194 -0.33939 4.79479 -0.1 0.0 0.1 0.2672
C 3.55701 -1.30567 -3.96074 -0.2 -0.1 0.1 -0.5099
N 4.19144 -1.81169 -5.20852 -0.1 0.0 0.1 0.9470
O 4.24812 -3.01255 -5.36306 0.0 0.0 -0.1 -0.5436
O 4.60975 -0.97957 -5.98736 0.0 0.0 0.0 -0.5799
H 3.23397 -2.15111 -3.36774 0.1 -0.1 -0.1 0.2229
H 4.30219 -0.72113 -3.42818 0.0 0.1 -0.1 0.2611
H 2.70940 -0.68951 -4.25330 0.1 0.1 0.0 0.2061
C -1.77664 2.50982 -4.55967 0.0 -0.1 -0.2 -0.5375
N -3.08292 2.84167 -3.92700 0.1 0.0 -0.1 0.9803
O -4.07201 2.84008 -4.63777 -0.1 0.0 0.1 -0.5544
O -3.06995 3.09056 -2.74405 -0.1 0.0 0.0 -0.5413
H -1.94243 2.31204 -5.61302 -0.1 0.0 0.0 0.3223
H -1.12189 3.36610 -4.42356 0.0 -0.1 0.1 0.2655
H -1.37994 1.63160 -4.05683 0.1 0.1 0.1 0.0706
C 0.01063 10.09601 -0.67757 0.0 0.2 0.1 -0.7653
N -0.51319 8.76017 -0.28239 0.0 0.1 0.0 0.8500
O -1.21398 8.70247 0.70513 0.0 -0.1 0.0 -0.5071
O -0.19872 7.81969 -0.98288 0.0 0.2 0.0 -0.4753
H -0.34862 10.83254 0.03240 0.0 -0.1 0.0 0.3045
H 1.09531 10.03880 -0.66301 0.0 -0.1 -0.1 0.2853
H -0.35724 10.30803 -1.67740 0.1 -0.1 0.0 0.2940
C -6.68201 2.17867 -6.20570 0.0 0.2 0.1 -0.7053
N -7.74546 1.37304 -6.86561 0.0 0.1 0.1 0.8818
O -8.89330 1.74566 -6.74149 0.0 -0.1 0.0 -0.5276
O -7.38541 0.39376 -7.48496 0.0 0.0 0.0 -0.5303
H -7.14560 3.01424 -5.69406 -0.1 -0.1 0.0 0.3278
H -6.16912 1.53165 -5.50153 0.1 0.0 -0.1 0.2665
H -6.00590 2.52622 -6.98104 0.1 -0.1 0.0 0.2859
```
Forces are in eV/Å.

Results
lowest unoccupied orbital energy	-0.7	eV
maximum force	1.86	eV/A
SMILES	CCNc1c(CC(=O)F)c(Cc2ccccc2C)c2c(c1CCCCOC=O)C(=O)c1cc(B(O)CC)c(CCCBr)cc1C2=O.C[N+](=O)[O-].C[N+](=O)[O-].C[N+](=O)[O-].C[N+](=O)[O-].C[N+](=O)[O-].C[N+](=O)[O-]
calculated total energy	-165202.06845	eV

***

Entry 4:
C5H13NO | ωB97M-V/def2-TZVPD

Structure (XYZ):
```
20
Properties=species:S:1:pos:R:3:forces:R:3:mulliken_charge:R:1
C 1.43035 1.15399 0.31757 -1.0 -0.3 -0.1 -0.5394
O 0.05699 1.20696 0.44418 -2.0 0.5 0.6 -0.5796
C 1.85816 0.58598 -1.02216 2.1 0.9 -0.4 -0.4183
C 1.17227 -0.71868 -1.42798 -0.1 0.2 1.1 -0.7334
H 1.87147 0.55210 1.13085 0.1 -0.3 -0.1 0.2677
H 1.80280 2.17390 0.50410 0.3 -0.1 -0.4 0.2786
H 2.96261 0.42409 -0.88861 -0.7 -0.1 -0.5 0.3020
H 1.78389 1.37350 -1.84086 -0.2 -1.0 0.9 0.2553
H 1.07170 -1.40505 -0.53410 0.1 0.7 -0.9 0.1302
H 1.74743 -1.23348 -2.19453 -0.2 0.0 -0.1 0.3883
H 0.17768 -0.43366 -1.78083 0.2 -0.6 -0.2 0.1090
C -1.91736 -0.91000 1.76369 -0.6 0.4 -0.4 -0.8253
C -1.67293 0.42555 -0.22860 2.9 0.7 1.0 -0.4432
N -1.76516 -0.79719 0.29240 -1.0 0.6 0.9 -0.1283
H -1.02912 -1.41377 2.12974 0.0 0.0 0.3 0.2761
H -2.83398 -1.43464 2.04692 0.2 -0.3 -0.2 0.3071
H -2.00855 0.07993 2.20953 0.4 0.0 -0.1 0.3066
H -2.12641 1.28870 0.28763 0.0 -1.0 -0.1 0.2402
H -1.22078 0.74388 -1.16558 -0.8 -1.0 -0.3 0.4722
H -1.36107 -1.66213 -0.04335 0.2 0.8 -1.0 0.3342
```
Forces are in eV/Å.

Results
lowest unoccupied orbital energy	0.8	eV
maximum force	3.15	eV/A
energy above the lowest of the compared OMol25 structures with the same formula, charge and spin	3.793	eV
calculated total energy	-8930.21827	eV

***

Entry 5:
C20H41N3S2Si2Y | ωB97M-V/def2-TZVPD

Structure (XYZ):
```
69
Properties=species:S:1:pos:R:3:forces:R:3:mulliken_charge:R:1
Y -0.13061 -0.04002 0.21114 1.1 0.4 2.1 -0.5842
S -0.45475 -2.67813 -0.59842 0.9 0.1 -0.1 -0.0943
S -0.46190 2.69344 -0.53139 1.0 -0.8 0.1 0.0637
C 0.81684 -3.51002 0.44455 -0.5 -0.3 -0.4 -0.9940
C 0.47468 -2.44109 -2.19965 -0.6 -0.4 0.3 -0.8443
C 1.30335 -1.18461 -2.46298 0.0 0.4 0.2 -0.5856
N 0.48946 0.03499 -2.18050 -0.1 0.0 -0.5 -0.3068
C 1.18687 1.31162 -2.50058 -0.1 -0.1 0.0 -0.6458
C 0.27494 2.49336 -2.20828 -0.6 0.8 0.7 -0.9225
H -0.37247 -2.50960 -2.90054 0.6 -0.1 -0.2 0.4506
H 1.09994 -3.33917 -2.25232 -0.2 0.2 -0.4 0.5171
H 1.61536 -1.18792 -3.52670 0.0 -0.1 0.5 0.4778
H 2.21111 -1.13714 -1.83110 -0.5 -0.1 -0.2 0.3246
H 1.43197 1.35428 -3.57632 0.1 -0.1 0.3 0.4482
H 2.12593 1.35106 -1.91919 -0.4 0.0 -0.2 0.3679
H -0.66013 2.46689 -2.79249 0.7 0.1 -0.4 0.3984
H 0.79191 3.45466 -2.29635 -0.1 -0.3 -0.8 0.5590
C 0.91258 3.47507 0.40621 -0.4 0.4 -0.1 -0.6532
H -0.36399 -0.01385 -2.76625 0.6 0.1 0.3 0.2699
H 1.89930 2.98564 0.32222 -0.6 0.2 -0.2 0.2273
H 0.63155 3.50290 1.46393 -0.1 -0.2 -0.5 0.0056
H 0.88602 4.50070 0.05235 0.5 0.2 -0.1 0.6496
H 0.45119 -3.47033 1.48628 0.3 0.0 -0.8 0.2575
H 1.82984 -3.08868 0.33745 -0.8 0.1 0.0 0.3563
H 0.77599 -4.53448 0.09028 0.2 -0.3 0.2 0.5163
C -3.24346 -0.05221 -0.16951 0.0 -0.2 -2.0 -0.5694
C -2.93189 -0.08334 -1.50918 -0.8 0.0 1.9 -0.4294
H -3.52499 0.87663 0.33089 0.3 -0.2 -0.2 0.1631
H -3.41713 -0.97639 0.39133 0.3 0.2 -0.2 0.2994
H -2.94494 0.82771 -2.11314 0.2 -0.2 0.3 0.3390
H -2.85933 -1.02909 -2.05404 0.2 0.2 0.3 0.3362
C -2.72469 3.16217 2.01515 -0.1 0.0 -0.4 -1.0502
Si -1.69838 1.87401 2.93599 1.7 -0.4 0.5 0.2941
C -1.18982 2.78779 4.46956 -0.1 0.2 0.3 -1.5209
C -2.82616 0.53043 3.59589 -0.3 -0.2 -0.2 -1.0394
N -0.22210 1.13032 2.16780 -0.8 -0.1 -0.6 0.2099
C 1.18251 1.29074 2.30800 -0.8 -0.5 -1.1 0.8497
C 1.69478 2.22558 3.17902 0.7 0.8 -0.6 -0.1400
C 3.06316 2.42929 3.24649 -0.3 0.2 0.3 -0.7777
C 3.97878 1.69716 2.49646 0.9 0.6 -0.3 -1.0344
C 3.54734 0.73735 1.60106 -1.4 0.1 0.3 -1.0819
C 2.14889 0.46411 1.51106 -0.3 0.7 1.8 0.7518
N 1.74614 -0.86535 1.22231 -0.8 0.2 -1.7 0.6630
Si 1.79056 -1.70243 2.74323 -0.7 0.4 0.4 0.1550
C 2.46059 -0.79587 4.21188 0.3 0.5 0.1 -1.2556
C -0.02361 -1.76788 3.24511 0.1 -0.4 0.7 -0.5227
C 2.75621 -3.28032 2.88710 0.0 -0.6 -0.1 -1.0948
H -3.48158 3.57060 2.71244 0.4 -0.3 -0.1 0.3784
H -3.27481 2.80737 1.13392 0.2 0.2 0.1 0.3038
H -2.10470 4.01486 1.70780 -0.1 -0.2 0.0 0.3199
H -2.08314 3.01637 5.07161 0.3 0.0 -0.1 0.4098
H -0.51949 2.16542 5.07042 -0.1 0.2 0.1 0.3853
H -0.69101 3.73086 4.22171 -0.1 0.0 0.2 0.3674
H -3.30786 -0.07995 2.82359 0.1 -0.1 0.1 0.2822
H -2.27897 -0.13682 4.27425 -0.1 0.1 -0.2 0.3534
H -3.63713 0.99442 4.18378 0.3 -0.1 -0.3 0.3954
H 0.98306 2.84663 3.71152 0.5 -0.1 0.2 0.0029
H 3.38538 3.19043 3.93571 0.4 0.1 0.1 0.4275
H 5.05530 1.88784 2.62324 -0.6 -0.1 -0.1 0.3482
H 4.23430 0.04305 1.11742 -0.2 0.2 0.0 0.4911
H 1.91798 0.13694 4.41035 0.2 -0.5 0.2 0.2685
H 2.33613 -1.49155 5.04885 0.1 0.2 0.0 0.5375
H 3.51999 -0.54733 4.11006 -0.1 -0.1 0.2 0.3429
H -0.73034 -2.30491 2.61110 -0.2 -0.1 0.0 0.4290
H -0.00870 -2.23465 4.23599 -0.4 -0.2 0.0 0.5804
H -0.38512 -0.73870 3.38388 0.3 -0.5 -0.1 -0.5446
H 2.46354 -4.11364 2.24354 0.2 0.0 0.2 0.4383
H 3.83064 -3.09945 2.75500 -0.2 0.0 0.0 0.3310
H 2.60389 -3.58673 3.93291 0.1 -0.1 -0.3 0.3475
```
Forces are in eV/Å.

Results
net charge	+1
lowest unoccupied orbital energy	-3.2	eV
maximum force	2.36	eV/A
calculated total energy	-64341.53810	eV

***

Entry 6:
C3H9N | ωB97M-V/def2-TZVPD

Structure (XYZ):
```
13
Properties=species:S:1:pos:R:3:forces:R:3:mulliken_charge:R:1
C 1.02885 0.89203 0.11668 0.6 1.0 -0.6 -1.1786
C -0.05975 -0.11760 0.43078 -0.7 -0.9 1.1 0.6013
C -1.37516 0.08512 -0.32306 -0.3 1.3 -0.6 -1.1097
N 0.31337 -1.55280 0.26541 0.7 0.4 -1.6 -0.7525
H 0.69684 1.72118 -0.54094 0.0 -0.5 0.3 0.2872
H 1.39887 1.39177 1.02381 0.0 -0.3 -0.2 0.2741
H 1.88742 0.43890 -0.39938 -0.2 0.0 0.2 0.2971
H -0.22689 -0.03181 1.51870 -0.3 0.1 -0.4 0.2314
H -1.69132 -0.80454 -0.87279 0.0 0.0 0.2 0.3316
H -2.21690 0.42185 0.29596 0.3 -0.3 0.1 0.2475
H -1.25461 0.90946 -1.06407 -0.1 -0.6 0.3 0.2745
H 1.33097 -1.58048 0.29143 0.1 -0.3 0.5 0.2505
H 0.16831 -1.77308 -0.74253 -0.1 0.0 0.9 0.2454
```
Forces are in eV/Å.

Results
lowest unoccupied orbital energy	1.2	eV
maximum force	1.80	eV/A
energy above the lowest of the compared OMol25 structures with the same formula, charge and spin	0.483	eV
SMILES	CC(C)N
calculated total energy	-4746.62602	eV